# 1
The following is a quantum chemistry calculation of a 9-piece molecular cluster, C35H67NO10 overall in a non-equilibrium geometry, from the OMol25 dataset.

XYZ file:
```
113
Properties=species:S:1:pos:R:3:forces:R:3:mulliken_charge:R:1
C 14.28322 16.59314 11.25182 -1.4 0.6 -1.2 -0.680
O 12.98634 17.06528 11.73539 0.7 -0.8 1.0 -0.412
C 12.41519 16.26568 12.64577 -1.5 2.2 0.3 0.603
O 12.82079 15.24338 13.11590 0.7 -0.8 -0.1 -0.675
O 11.25726 16.86630 13.00690 -0.1 -1.4 0.4 -0.494
C 10.42004 16.09441 13.98196 0.6 1.4 -0.6 -0.481
H 14.26543 17.06645 10.27554 0.5 -0.2 -0.3 0.294
H 14.19414 15.52556 11.14082 0.5 -0.3 0.1 0.273
H 15.15990 16.94803 11.77838 -0.2 -0.1 0.7 0.274
H 9.41544 16.47017 13.80125 0.0 -0.1 -0.1 0.353
H 10.72312 16.41188 14.98601 0.1 -0.4 -0.2 0.387
H 10.48000 15.02426 13.81313 0.0 0.0 0.0 0.039
C 15.64319 11.76715 12.88922 1.0 2.2 -0.6 0.109
C 16.85176 11.39148 12.05448 0.3 -0.4 0.0 -0.642
C 16.93012 9.92461 12.38669 0.5 -1.1 -0.5 -0.613
O 15.59824 9.49634 12.56732 -0.6 -0.3 0.0 -0.465
C 14.72652 10.62664 12.74212 0.0 -1.0 1.0 0.549
H 15.25598 12.73348 12.60596 -0.6 0.3 -0.5 0.164
H 15.99859 11.98983 13.87568 0.0 -0.6 1.0 -0.006
H 17.78450 11.89966 12.31438 -0.3 0.2 -0.2 0.350
H 16.61569 11.45311 10.99039 0.2 0.4 0.0 0.293
H 17.55044 9.65873 13.25232 -0.2 0.4 0.3 0.271
H 17.34714 9.32818 11.57034 0.0 0.1 -0.1 0.333
H 14.17712 10.48222 13.66650 -0.4 -0.2 0.0 -0.291
H 14.01630 10.69689 11.92323 0.0 0.1 -0.3 0.010
C 8.78169 7.75854 14.67714 0.0 -0.4 -0.2 -0.515
C 9.51397 8.06945 15.97337 0.6 0.1 0.4 0.774
C 10.82254 7.27393 15.86326 -0.3 -1.4 -0.1 -0.402
O 11.00684 6.99937 14.43742 -1.2 -0.1 1.0 -0.418
C 9.64230 6.72759 13.92823 1.3 0.9 1.0 -0.488
H 8.81112 8.66970 14.10215 -0.4 0.3 -0.4 0.127
H 7.75246 7.45570 14.85445 -0.1 -0.1 -0.2 0.512
H 8.91067 7.80608 16.86057 0.5 0.2 -0.3 0.441
H 9.78243 9.12850 15.95856 -0.3 0.0 0.4 -0.728
H 10.71212 6.30793 16.41685 0.0 0.4 -0.5 0.325
H 11.71107 7.73219 16.32172 -0.2 0.2 -0.7 -0.074
H 9.37196 5.67543 14.08537 0.0 0.2 0.0 0.285
H 9.69720 6.98789 12.88263 -0.1 -0.4 -0.4 0.268
C 7.36375 14.49555 10.83220 -0.6 -0.2 0.9 -0.585
C 8.77206 15.00733 10.55566 0.0 0.5 0.0 -0.653
C 9.60405 13.81441 10.99648 0.1 0.5 -1.0 0.630
O 8.97475 13.35433 12.15557 -0.3 -0.3 0.4 -0.009
C 7.55082 13.70649 12.13147 1.6 0.3 0.6 -0.625
H 6.99343 13.80279 10.07828 0.1 0.2 -0.4 0.251
H 6.61298 15.26717 11.00561 0.1 0.1 -0.3 0.394
H 9.04053 15.88436 11.16526 -0.3 -0.3 0.1 0.169
H 8.92763 15.34680 9.53898 0.0 -0.3 -0.4 0.415
H 10.62414 14.13165 11.21646 0.2 -0.3 0.1 -0.165
H 9.62682 13.06285 10.17744 0.0 0.1 0.5 -0.405
H 7.40300 14.30815 13.03890 -0.2 0.0 -0.3 0.317
H 7.03546 12.77001 12.27537 -0.6 -0.2 -0.4 0.314
C 13.89342 9.46401 18.81833 0.2 -0.3 0.3 -0.124
C 14.27805 10.76110 18.08681 -0.5 0.1 0.5 -0.201
C 13.29523 11.81083 18.66206 0.9 0.1 -0.9 0.553
O 12.62834 11.16289 19.68744 -0.9 -0.1 1.4 -0.523
C 13.36472 10.01064 20.12707 0.0 0.9 -0.2 -0.575
H 14.70013 8.74383 18.94775 0.3 0.2 0.0 0.445
H 13.10679 8.90512 18.29493 0.0 0.4 0.0 -0.244
H 14.08508 10.62995 17.03936 0.6 0.2 -0.7 -0.118
H 15.27048 11.12652 18.34858 0.3 -0.5 -0.5 0.461
H 12.58023 12.13764 17.90141 -0.1 0.0 0.2 -0.476
H 13.85800 12.71302 18.99170 -0.3 -0.4 0.1 0.339
H 12.66044 9.40080 20.67030 -0.2 -0.4 0.0 0.395
H 14.16794 10.30646 20.83510 -0.2 -0.1 -0.4 0.244
C 14.35112 15.62856 16.14347 0.1 -1.1 -0.8 -0.136
C 15.09373 14.34193 15.69725 0.7 0.4 1.3 0.911
C 16.55238 14.81410 15.80850 -0.4 0.5 -0.6 -0.541
O 16.56625 16.19941 15.38100 -1.0 -0.2 0.2 -0.454
C 15.20725 16.70508 15.47045 0.2 0.1 0.9 -0.073
H 14.26340 15.65474 17.22896 0.1 0.4 0.0 0.465
H 13.36761 15.53676 15.68495 -0.2 0.5 0.3 -0.183
H 14.77444 14.07237 14.69934 0.2 -0.1 -0.3 -0.414
H 14.95591 13.49624 16.39094 -0.2 0.2 -0.4 -0.255
H 17.24564 14.27214 15.15701 0.0 0.0 0.3 0.300
H 16.85650 14.79264 16.86102 0.2 -0.3 -0.1 0.316
H 14.82124 16.90899 14.48815 -0.1 -0.1 -0.8 -0.161
H 15.18286 17.67720 15.98512 0.3 -0.4 0.1 0.349
C 9.79014 10.46373 8.99244 -1.0 0.4 -0.1 -0.856
C 8.87069 10.14598 10.19975 0.7 0.4 -1.0 0.458
C 7.60538 9.69169 9.48553 -0.4 -0.5 0.6 -0.606
O 7.60812 10.27194 8.18261 -0.3 0.1 0.3 -0.418
C 8.75680 11.07916 8.02595 1.0 -0.3 -0.7 -0.281
H 10.12151 9.55087 8.49653 0.3 -0.1 0.3 0.435
H 10.63346 11.12033 9.20409 0.0 -0.1 0.1 0.364
H 8.65911 11.09108 10.68510 0.1 0.1 0.6 -0.414
H 9.32853 9.42463 10.87464 -0.3 0.0 0.1 0.244
H 6.69835 9.97882 10.02977 0.1 0.2 -0.1 0.292
H 7.55294 8.60027 9.42201 0.1 0.0 -0.3 0.307
H 8.56307 12.16228 8.13076 -0.1 -0.3 0.5 0.140
H 9.10295 10.94306 6.99508 -0.1 0.1 0.0 0.332
C 7.98742 11.24621 18.46465 1.8 0.2 0.4 -0.646
C 9.19686 12.02288 17.92994 0.3 1.4 -0.5 0.163
C 8.66141 12.74082 16.65150 -0.5 -1.6 0.3 -0.192
O 7.22493 12.51042 16.67627 0.2 0.6 0.2 -0.522
C 7.01152 11.26059 17.32664 -0.4 0.5 0.3 -0.441
H 7.66754 11.82512 19.33765 -0.6 -0.4 -0.2 0.280
H 8.34090 10.28561 18.81125 -0.4 -0.5 0.0 0.371
H 10.11937 11.48487 17.73556 -0.2 -0.5 -0.2 -0.247
H 9.49458 12.78141 18.65103 0.0 0.1 0.1 0.349
H 8.99502 12.23470 15.74342 0.5 0.2 -0.1 0.003
H 8.93254 13.79577 16.61833 -0.5 0.0 -0.1 0.306
H 7.06282 10.43510 16.61527 0.5 -0.2 0.0 0.163
H 6.02986 11.23163 17.77152 -0.7 0.3 -0.3 0.398
N 11.81426 12.57866 13.88297 0.9 1.0 1.0 1.761
C 12.12502 12.24194 15.20499 0.2 1.6 -1.1 -1.094
C 11.81806 10.95216 15.36971 -0.2 -2.1 0.3 0.552
C 11.32645 10.43632 14.14055 0.0 0.3 -0.6 -0.360
C 11.36530 11.48184 13.25142 -0.4 -0.8 0.0 -2.308
H 12.06960 13.47194 13.45639 -0.2 -0.5 0.3 -0.337
H 12.57724 12.94665 15.87998 -0.1 0.2 -0.1 0.149
H 11.99563 10.33656 16.23548 -0.1 0.2 0.3 0.254
H 11.02763 9.43771 13.86300 0.1 -0.1 0.3 0.434
H 11.07035 11.48688 12.22625 -0.1 0.2 -0.4 0.968
```
Forces are in eV/Å.

Output
HOMO-LUMO gap, eV: 8.670
Maximum force, eV/A: 2.7
Structure (SMILES): c1cc[nH]c1.COC(=O)OC.C1CCOC1.C1CCOC1.C1CCOC1.C1CCOC1.C1CCOC1.C1CCOC1.C1CCOC1
Charge: 0
Multiplicity: 1
Calculated total energy, hartree: -2180.793248

# 2
The following is a quantum chemistry calculation of a 6-piece molecular cluster, C18H48O18S6 overall in a non-equilibrium geometry, from the OMol25 dataset.

XYZ file:
```
90
Properties=species:S:1:pos:R:3:forces:R:3:mulliken_charge:R:1
O -1.26857 1.80992 -6.14872 -0.5 0.4 0.2 -0.578
S -2.31710 1.07909 -6.78914 -1.6 -0.5 -2.2 1.120
O -2.31092 -0.36461 -6.68935 -0.5 1.5 0.0 -0.583
O -3.87444 1.61170 -6.34687 2.3 -2.4 -0.3 -0.311
C -4.02406 2.96159 -6.07682 0.3 2.1 0.0 -0.142
C -5.21201 3.24962 -5.20550 0.1 -0.8 0.9 -1.248
C -2.37305 1.57112 -8.67804 0.3 -0.2 2.7 -0.896
H -4.10960 3.53617 -6.99912 -0.2 -0.1 -0.4 0.295
H -3.14133 3.38590 -5.59844 0.2 -0.3 0.2 0.353
H -6.15024 2.82666 -5.56457 0.0 0.6 -0.4 0.324
H -5.18866 4.31868 -4.99420 -0.6 0.0 -0.2 0.361
H -5.08804 2.75135 -4.24401 0.2 0.0 0.2 0.308
H -3.40927 1.48511 -9.00507 0.3 -0.3 -0.1 0.305
H -1.63463 0.88709 -9.09631 -0.4 0.1 -0.3 0.372
H -2.03354 2.60669 -8.69903 0.0 -0.1 -0.1 0.319
O 2.34832 6.87539 3.98559 2.1 1.9 1.7 -0.577
S 3.37767 7.76172 4.58617 1.7 -1.6 -2.1 1.148
O 3.13351 9.13106 4.95031 -0.3 -1.3 0.3 -0.570
O 4.17239 7.02604 5.83617 -1.8 1.8 -0.7 -0.323
C 4.47044 5.64502 5.68096 0.2 -0.1 0.3 -0.232
C 3.63072 4.86033 6.64900 -0.2 -0.8 0.3 -1.209
C 4.93750 7.81104 3.47879 -0.9 0.0 0.7 -0.915
H 5.53903 5.57963 5.88578 0.0 -0.2 0.1 0.334
H 4.31280 5.34443 4.64516 -0.2 -0.2 0.0 0.373
H 3.94287 3.81666 6.61146 -0.3 -0.2 -0.2 0.367
H 2.56796 4.95713 6.42704 0.1 -0.2 -0.3 0.285
H 3.71889 5.11378 7.70545 0.4 0.5 -0.1 0.317
H 4.92265 8.78406 2.98776 0.0 -0.2 0.0 0.374
H 5.05138 6.98335 2.77875 -0.6 0.1 0.0 0.322
H 5.78153 7.72835 4.16354 -0.2 0.4 0.1 0.307
O 10.11991 3.97911 -0.64134 -1.8 -3.1 1.3 -0.601
S 9.57223 2.64746 -0.26422 0.8 0.8 -0.3 1.148
O 10.47003 1.67777 0.40322 -2.1 1.8 -1.4 -0.586
O 8.19187 2.84517 0.64081 2.1 1.2 -2.1 -0.297
C 7.61870 1.73397 1.28619 -0.6 0.0 1.1 -0.260
C 8.18552 1.66400 2.69154 0.1 -1.1 -0.7 -1.028
C 8.85856 1.90802 -1.81216 0.5 -0.3 0.7 -0.939
H 7.68636 0.80430 0.72120 0.4 0.0 0.0 0.274
H 6.55290 1.95203 1.35417 -0.1 0.2 -0.2 0.322
H 9.18179 1.23189 2.59757 0.1 0.1 0.4 0.295
H 7.53244 0.97212 3.22341 0.2 0.1 0.5 0.364
H 8.25035 2.64995 3.15177 -0.2 -0.1 0.0 0.279
H 8.74473 0.83959 -1.62881 0.4 0.0 0.0 0.339
H 9.60768 2.12548 -2.57348 0.0 -0.2 0.1 0.357
H 7.88110 2.23633 -2.16554 0.2 0.7 0.6 0.334
O -4.24707 -8.49032 -0.57211 0.4 -1.1 0.1 -0.590
S -3.07290 -9.30480 -0.42437 2.4 -0.2 -0.7 1.136
O -2.04365 -8.90079 0.52031 -1.4 -0.7 -0.2 -0.606
O -3.43995 -10.89818 -0.23104 -0.3 2.4 -2.2 -0.268
C -3.05233 -11.48804 0.94970 -0.1 -1.8 2.5 -0.104
C -3.54534 -12.94675 0.89945 -0.5 -0.1 -0.7 -1.239
C -2.16306 -9.34485 -2.02967 -0.4 0.9 0.2 -0.898
H -3.54732 -10.94643 1.75578 0.3 -0.1 0.4 0.333
H -1.97127 -11.47961 1.08877 0.0 0.3 0.0 0.300
H -3.02330 -13.47966 0.10473 0.1 0.0 0.0 0.299
H -4.59949 -12.98841 0.62536 -0.1 0.3 -0.1 0.317
H -3.51226 -13.58944 1.77920 0.6 0.6 0.4 0.370
H -1.10202 -9.11946 -1.92243 -0.1 -0.2 0.8 0.329
H -2.57796 -8.41826 -2.42640 -0.1 -0.3 -0.7 0.311
H -2.22271 -10.20703 -2.69388 -0.7 0.1 0.3 0.310
O 3.76707 -1.98181 -0.79029 -2.3 1.2 0.6 -0.590
S 2.32446 -1.77597 -0.61317 0.3 -0.5 -0.3 1.098
O 1.66893 -2.39998 0.54540 0.8 1.2 -2.1 -0.565
O 1.88827 -0.13683 -0.69289 1.5 -2.6 0.6 -0.336
C 0.58645 0.11955 -0.14959 -0.8 0.0 0.0 -0.239
C 0.60916 0.73719 1.21851 0.1 0.8 0.9 -1.187
C 1.63310 -2.27140 -2.25275 -0.3 -0.5 1.1 -0.886
H -0.01193 -0.78858 -0.07643 0.1 -0.1 -0.4 0.335
H 0.14565 0.76577 -0.90867 -0.2 0.1 0.2 0.419
H -0.31201 1.26666 1.46185 -0.2 0.1 -0.5 0.367
H 1.40213 1.47953 1.30930 0.1 0.0 -0.1 0.292
H 0.68143 0.06458 2.07319 0.4 -0.5 -0.4 0.295
H 0.56629 -2.06981 -2.34950 0.2 0.8 0.1 0.336
H 1.62749 -3.35969 -2.31366 0.7 -0.1 0.2 0.356
H 2.28035 -1.81984 -3.00458 -0.3 0.0 0.1 0.307
O -8.93178 0.19345 -0.55438 3.1 0.1 2.7 -0.588
S -7.96247 0.16134 0.58277 0.6 -0.1 -0.5 1.127
O -6.45521 0.09630 0.48373 -4.3 0.1 -0.2 -0.574
O -8.34717 1.41683 1.52333 -0.5 0.1 -1.5 -0.308
C -7.47160 1.96399 2.48832 1.2 -0.8 1.4 -0.299
C -6.23664 2.70181 1.99844 -0.7 -0.1 -0.6 -1.015
C -8.55162 -1.11119 1.70984 0.4 -0.9 -0.5 -0.924
H -7.04512 1.16092 3.08941 -0.2 -0.5 0.1 0.241
H -8.07881 2.48273 3.23014 -0.3 0.4 -0.6 0.428
H -6.43229 3.18161 1.03948 0.0 0.3 0.1 0.264
H -5.48751 1.93274 1.81011 0.3 0.5 0.2 0.278
H -5.97699 3.44121 2.75604 0.4 -0.1 -0.2 0.355
H -9.62805 -1.02308 1.85707 0.2 0.4 0.0 0.326
H -7.97308 -1.14187 2.63312 -0.1 0.5 0.0 0.320
H -8.38423 -2.08572 1.25117 0.1 0.1 -0.3 0.367
```
Forces are in eV/Å.

Output
HOMO-LUMO gap, eV: 11.361
Maximum force, eV/A: 4.4
Structure (SMILES): CCOS(C)(=O)=O.CCOS(C)(=O)=O.CCOS(C)(=O)=O.CCOS(C)(=O)=O.CCOS(C)(=O)=O.CCOS(C)(=O)=O
Relative energy (zero: lowest compared OMol25 entry of this formula, charge and spin), kcal/mol: 115.9
Charge: 0
Multiplicity: 1
Calculated total energy, hartree: -4457.832218

# 3
The following is a quantum chemistry calculation of C7H14AlNO as an isolated structure in a non-equilibrium geometry, from the OMol25 dataset.

XYZ file:
```
24
Properties=species:S:1:pos:R:3:forces:R:3:lowdin_spin:R:1
Al 3.85795 -1.37287 0.52869 -0.6 0.5 -0.1 -0.001
C 0.47649 1.16673 -2.21671 0.6 -0.6 0.5 0.051
C 0.69542 -0.36419 -2.05434 0.5 0.6 -1.7 0.070
C 0.30049 -0.96393 -3.45104 0.1 -1.2 0.8 0.070
O 2.03359 -0.70607 -1.75484 -1.7 0.5 0.1 0.800
H -0.59120 1.33567 -2.35666 0.0 -0.1 0.1 0.005
H 1.00078 1.52383 -3.10311 0.2 0.2 0.3 0.000
H 0.78980 1.62629 -1.27930 0.1 0.5 -0.3 0.000
H -0.08607 -0.72706 -1.38673 0.5 -0.4 0.6 -0.002
H -0.75498 -0.71684 -3.56521 0.1 0.0 -0.2 0.007
H 0.37297 -2.04144 -3.30336 -0.1 -0.1 -0.4 0.000
H 0.86532 -0.71030 -4.34811 0.2 0.4 0.4 0.000
C -1.62943 0.31211 1.21126 -1.7 0.2 1.5 0.000
C -1.44941 0.45905 2.78283 1.9 -1.0 -1.3 0.000
C -0.12467 -0.31325 3.28289 0.2 1.8 -1.1 0.000
C 1.13673 0.04764 2.57789 -0.4 0.9 -0.1 0.000
N 2.08876 0.36023 2.00283 -0.1 -0.8 -0.1 0.000
H -1.83613 -0.73338 0.98245 0.9 -0.2 -0.3 0.000
H -0.90746 0.85141 0.59806 0.6 -0.6 0.3 0.000
H -2.56508 0.74691 0.85968 -0.3 0.4 0.4 0.000
H -2.16241 -0.00012 3.46759 -0.7 0.0 -0.8 0.000
H -1.34982 1.49296 3.11330 0.1 0.0 -0.3 0.000
H -0.09214 -1.39192 3.12961 -0.9 -0.1 0.8 0.000
H -0.06942 0.11846 4.28223 0.6 -1.1 0.4 0.000
```
Forces are in eV/Å.

Output
HOMO-LUMO gap (spin up / spin down), eV: 9.737 / 8.359
Maximum force, eV/A: 2.5
Relative energy (zero: lowest compared OMol25 entry of this formula, charge and spin), kcal/mol: 8.5
Charge: +1
Multiplicity: 2
Calculated total energy, hartree: -647.193313